1.
C3H11N2S2 | ωB97M-V with the def2-TZVPD basis set

Output
Strongest force on any atom = 0.039 hartree/bohr
Energy = -1026.53729 a.u.
Highest occupied orbital energy = -12.53 eV
ΔE to the lowest compared entry with this formula, charge and spin = 86.0 kJ/mol
Net charge = +1
SMILES = NC[C@H]([NH3+])CSS

Geometry (Å):
N (-1.97, 3.10, -0.41)
C (-0.71, 2.40, -0.59)
C (-0.83, 0.99, 0.08)
N (-0.76, 1.35, 1.53)
C (0.33, 0.11, -0.42)
S (0.07, -1.63, 0.06)
S (1.84, -2.45, -0.10)
H (-2.60, 2.88, -1.17)
H (-1.82, 4.08, -0.34)
H (-0.39, 2.24, -1.63)
H (0.07, 2.92, -0.04)
H (-1.74, 0.43, -0.13)
H (-1.46, 2.08, 1.68)
H (0.20, 1.59, 1.78)
H (-0.91, 0.58, 2.19)
H (0.22, 0.20, -1.50)
H (1.30, 0.46, -0.06)
H (1.74, -3.21, -1.26)

2.
C7H13N4O2S | ωB97M-V with the def2-TZVPD basis set

Output
Strongest force on any atom = 0.087 hartree/bohr
Energy = -1041.85335 a.u.
Highest occupied orbital energy = -13.50 eV
ΔE to the lowest compared entry with this formula, charge and spin = 224.2 kJ/mol
Net charge = +1
SMILES = Cc1[nH+]cc(C=O)n1[S@](=N)(=O)N(C)C

Geometry (Å):
C (-0.60, 2.36, -1.43)
C (0.46, 1.43, -1.16)
N (1.75, 1.79, -1.24)
C (2.54, 0.71, -0.88)
C (1.64, -0.28, -0.51)
C (2.00, -1.71, -0.32)
O (2.94, -2.09, 0.33)
N (0.40, 0.14, -0.73)
S (-1.30, -0.76, -0.43)
N (-1.05, -2.17, -0.82)
O (-2.19, 0.18, -1.06)
N (-1.25, -0.75, 1.27)
C (-0.52, -1.81, 1.93)
C (-1.59, 0.57, 1.98)
H (-0.69, 3.23, -0.84)
H (-0.62, 2.88, -2.34)
H (-1.51, 1.95, -1.30)
H (2.16, 2.63, -1.58)
H (3.58, 0.60, -0.89)
H (1.28, -2.51, -0.78)
H (-1.10, -2.38, -1.75)
H (-0.43, -2.69, 1.38)
H (0.36, -1.41, 2.26)
H (-1.24, -2.12, 2.66)
H (-2.55, 0.90, 1.48)
H (-1.70, 0.16, 3.01)
H (-0.77, 1.17, 1.73)

3.
C39H43AsBr2CoN3P2 | ωB97M-V with the def2-TZVPD basis set

Output
Strongest force on any atom = 0.017 hartree/bohr
Energy = -11124.88428 a.u.
2S+1 = 5
Highest occupied orbital energy (alpha / beta) = -12.94 / -12.97 eV
Net charge = +2

Geometry (Å):
Co (0.12, -0.11, -0.15)
Br (-1.25, -2.40, -0.12)
C (-2.99, -1.80, -0.79)
Br (-3.77, -0.37, 0.20)
H (-3.64, -2.66, -0.72)
H (-2.82, -1.48, -1.81)
C (-0.65, 1.17, 5.09)
N (-0.97, -0.20, 4.67)
C (0.15, -1.07, 4.99)
N (1.41, -0.63, 4.37)
C (1.68, 0.76, 4.77)
N (0.58, 1.67, 4.46)
C (0.42, 1.89, 3.03)
P (0.02, 0.30, 2.14)
C (-1.37, -0.27, 3.27)
C (1.36, -0.76, 2.92)
H (-0.51, 1.18, 6.17)
H (-1.48, 1.83, 4.84)
H (-0.08, -2.09, 4.66)
H (0.29, -1.08, 6.07)
H (2.59, 1.11, 4.28)
H (1.84, 0.77, 5.85)
H (1.34, 2.32, 2.62)
H (-0.39, 2.60, 2.85)
H (-1.65, -1.29, 3.01)
H (-2.24, 0.36, 3.10)
H (2.33, -0.46, 2.50)
H (1.18, -1.80, 2.64)
C (-2.09, 1.49, -4.07)
C (-2.09, 2.31, -2.95)
C (-1.43, 1.92, -1.79)
C (-0.77, 0.69, -1.72)
C (-0.79, -0.13, -2.86)
C (-1.44, 0.26, -4.03)
H (-2.61, 1.80, -4.97)
H (-2.61, 3.26, -2.98)
H (-1.44, 2.58, -0.93)
H (-0.30, -1.10, -2.85)
H (-1.45, -0.39, -4.89)
C (3.87, -0.38, 0.19)
C (4.03, 1.09, 0.52)
As (5.85, 1.43, 1.16)
C (6.22, 0.06, 2.43)
C (5.85, 0.27, 3.76)
C (6.05, -0.74, 4.69)
C (6.61, -1.95, 4.29)
C (6.99, -2.15, 2.97)
C (6.81, -1.14, 2.03)
C (6.99, 1.16, -0.30)
C (8.36, 0.95, -0.03)
C (9.22, 0.73, -1.09)
C (8.73, 0.75, -2.40)
C (7.38, 1.00, -2.66)
C (6.51, 1.24, -1.62)
P (2.32, -0.67, -0.80)
C (2.81, 0.18, -2.33)
C (2.38, 1.50, -2.50)
C (2.78, 2.23, -3.61)
C (3.59, 1.64, -4.58)
C (4.02, 0.33, -4.41)
C (3.65, -0.40, -3.28)
C (2.40, -2.46, -1.10)
C (2.00, -3.00, -2.33)
C (1.99, -4.38, -2.52)
C (2.35, -5.23, -1.48)
C (2.72, -4.70, -0.25)
C (2.74, -3.33, -0.06)
H (3.84, -0.98, 1.09)
H (4.67, -0.76, -0.44)
H (3.35, 1.42, 1.30)
H (3.87, 1.75, -0.34)
H (5.43, 1.22, 4.08)
H (5.78, -0.58, 5.73)
H (6.77, -2.73, 5.02)
H (7.43, -3.09, 2.66)
H (7.11, -1.30, 1.00)
H (8.73, 0.96, 0.98)
H (10.27, 0.56, -0.90)
H (9.42, 0.58, -3.22)
H (7.02, 1.03, -3.68)
H (5.47, 1.46, -1.83)
H (1.72, 1.95, -1.78)
H (2.45, 3.25, -3.74)
H (3.87, 2.19, -5.47)
H (4.65, -0.14, -5.17)
H (4.02, -1.41, -3.15)
H (1.70, -2.35, -3.14)
H (1.70, -4.79, -3.48)
H (2.34, -6.31, -1.63)
H (2.98, -5.36, 0.57)
H (3.02, -2.94, 0.92)

4.
C18H17Br2KN3O7 | ωB97M-V with the def2-TZVPD basis set

Output
Strongest force on any atom = 0.021 hartree/bohr
Energy = -7135.19411 a.u.
Highest occupied orbital energy = -5.00 eV
ΔE to the lowest compared entry with this formula, charge and spin = 42.2 kJ/mol
Net charge = -1

Geometry (Å):
K (-0.03, -0.24, 1.06)
O (-4.57, 0.08, -0.47)
C (-4.48, 0.95, -1.49)
C (-5.67, 1.41, -2.06)
C (-5.65, 2.31, -3.11)
C (-4.43, 2.77, -3.61)
C (-3.26, 2.32, -3.04)
C (-3.24, 1.41, -1.98)
C (-1.94, 0.95, -1.37)
O (-2.01, 0.07, -0.46)
N (-0.86, 1.49, -1.92)
N (0.28, 1.17, -1.19)
C (1.35, 1.12, -1.87)
C (2.65, 0.82, -1.22)
C (3.78, 0.75, -2.03)
C (5.01, 0.47, -1.45)
C (5.07, 0.26, -0.09)
C (3.89, 0.34, 0.64)
N (2.70, 0.59, 0.10)
H (-3.62, -0.09, -0.20)
H (-6.60, 1.03, -1.65)
H (-6.58, 2.65, -3.54)
H (-4.41, 3.48, -4.43)
H (-2.30, 2.67, -3.40)
H (1.35, 1.28, -2.95)
H (3.69, 0.93, -3.09)
H (5.90, 0.42, -2.07)
H (6.00, 0.05, 0.42)
H (3.90, 0.17, 1.71)
O (3.23, -2.85, -0.36)
C (1.90, -2.81, -0.14)
O (1.12, -2.30, -0.90)
C (1.51, -3.48, 1.17)
O (0.83, -2.54, 1.95)
C (-0.08, -3.09, 2.91)
C (-0.78, -2.01, 3.78)
O (-1.19, -2.45, 4.86)
O (-0.89, -0.85, 3.30)
H (3.37, -2.35, -1.19)
H (2.40, -3.87, 1.68)
H (0.86, -4.34, 0.92)
H (0.45, -3.76, 3.58)
H (-0.85, -3.65, 2.36)
Br (-0.09, 2.93, 2.86)
C (0.30, 1.70, 4.30)
Br (2.15, 1.07, 4.28)
H (-0.31, 0.81, 4.15)
H (0.16, 2.23, 5.23)

5.
C3H13N6 | ωB97M-V with the def2-TZVPD basis set

Output
Strongest force on any atom = 0.113 hartree/bohr
Energy = -450.32598 a.u.
Highest occupied orbital energy = -13.35 eV
ΔE to the lowest compared entry with this formula, charge and spin = 0.0 kJ/mol
Net charge = +1
SMILES = NCNCN(N)C(N)=[NH2+]

Geometry (Å):
N (-2.07, 1.23, 0.24)
C (-2.42, -0.20, 0.04)
N (-1.17, -0.76, -0.49)
C (-0.15, -1.19, 0.46)
N (1.21, -0.70, 0.10)
N (2.23, -1.66, 0.16)
C (1.43, 0.59, 0.00)
N (0.58, 1.56, 0.03)
N (3.06, 0.88, -0.10)
H (-2.45, 1.59, -0.60)
H (-2.47, 1.72, 1.15)
H (-3.31, -0.48, -0.50)
H (-2.55, -0.68, 1.05)
H (-1.38, -1.33, -1.23)
H (-0.51, -0.71, 1.41)
H (-0.20, -2.24, 0.60)
H (2.54, -2.06, -0.76)
H (3.12, -1.29, 0.63)
H (0.80, 2.46, -0.38)
H (-0.44, 1.30, -0.21)
H (3.18, 0.88, -1.19)
H (3.12, 1.85, 0.07)

6.
C6H6O | ωB97M-V with the def2-TZVPD basis set

Output
Strongest force on any atom = 0.035 hartree/bohr
Energy = -307.20238 a.u.
Highest occupied orbital energy (alpha / beta) = -8.05 / -7.21 eV
ΔE to the lowest compared entry with this formula, charge and spin = 685.4 kJ/mol
Net charge = 0

Geometry (Å):
C (1.16, -1.08, 0.42)
C (0.12, -1.57, -0.16)
C (2.00, 0.15, 0.18)
C (0.93, 1.09, -0.21)
C (-0.68, -0.50, -0.49)
C (-2.05, -0.22, 0.00)
O (0.03, 0.58, -1.14)
H (2.55, 0.49, 1.05)
H (2.67, -0.12, -0.64)
H (0.44, 1.59, 0.63)
H (-2.58, 0.35, -0.76)
H (-2.03, 0.38, 0.92)
H (-2.56, -1.15, 0.21)

7.
C40H90BClFN12O13 | ωB97M-V with the def2-TZVPD basis set

Output
Strongest force on any atom = 0.200 hartree/bohr
Energy = -3797.71614 a.u.
Highest occupied orbital energy = -9.35 eV
Net charge = +1

Geometry (Å):
C (-1.97, -4.97, 8.17)
C (-1.68, -3.91, 7.26)
C (-1.28, -2.69, 6.19)
N (-1.81, -1.32, 6.66)
Cl (-1.96, -1.41, 8.38)
C (-3.18, -1.17, 6.05)
C (-4.05, 0.11, 6.58)
C (-5.32, -0.31, 7.58)
F (-6.61, -0.25, 6.79)
B (-0.83, -0.24, 6.18)
O (-0.28, -0.14, 4.81)
O (-0.48, 0.81, 7.19)
C (0.84, 0.54, 7.78)
H (-2.47, -5.64, 9.02)
H (-0.10, -2.67, 6.00)
H (-1.77, -3.02, 5.15)
H (-3.78, -2.16, 6.24)
H (-3.06, -1.06, 4.87)
H (-4.56, 0.60, 5.62)
H (-3.43, 0.94, 7.13)
H (-5.19, -1.37, 8.07)
H (-5.39, 0.46, 8.48)
H (-0.65, 0.74, 4.44)
H (1.01, -0.63, 7.77)
H (0.81, 0.89, 8.92)
H (1.71, 1.09, 7.23)
C (-1.81, -5.58, 3.16)
O (-2.00, -4.88, 4.15)
N (-1.18, -5.17, 2.00)
C (-1.00, -6.05, 0.87)
C (-0.68, -3.81, 1.92)
H (-2.16, -6.62, 3.11)
H (0.07, -6.15, 0.67)
H (-1.50, -5.61, 0.00)
H (-1.43, -7.04, 1.07)
H (0.05, -3.65, 2.72)
H (-1.51, -3.11, 2.05)
H (-0.20, -3.63, 0.95)
C (-0.80, -2.12, -2.33)
O (-0.79, -3.14, -1.64)
N (-0.54, -0.85, -1.87)
C (-0.57, 0.31, -2.74)
C (-0.23, -0.65, -0.47)
H (-1.03, -2.15, -3.41)
H (0.41, 0.78, -2.73)
H (-1.33, 1.01, -2.38)
H (-0.82, 0.02, -3.77)
H (0.66, -1.24, -0.22)
H (-1.07, -1.01, 0.14)
H (-0.05, 0.40, -0.25)
C (2.40, -8.05, 0.71)
O (1.25, -7.64, 0.73)
N (3.03, -8.68, 1.76)
C (4.40, -9.15, 1.66)
C (2.31, -8.89, 3.00)
H (3.04, -7.94, -0.18)
H (4.42, -10.23, 1.82)
H (5.00, -8.65, 2.43)
H (4.82, -8.92, 0.68)
H (1.42, -9.50, 2.79)
H (2.00, -7.93, 3.40)
H (2.94, -9.41, 3.73)
C (-6.59, -2.40, 9.84)
O (-5.40, -2.56, 10.08)
N (-7.62, -2.54, 10.75)
C (-9.00, -2.32, 10.39)
C (-7.30, -2.91, 12.12)
H (-6.94, -2.12, 8.84)
H (-9.41, -1.52, 11.00)
H (-9.56, -3.24, 10.57)
H (-9.09, -2.05, 9.33)
H (-6.64, -2.15, 12.55)
H (-6.79, -3.87, 12.12)
H (-8.21, -2.98, 12.72)
C (-3.38, 5.56, 8.80)
O (-2.86, 6.35, 8.03)
N (-2.92, 4.29, 9.08)
C (-3.60, 3.41, 10.00)
C (-1.72, 3.82, 8.42)
H (-4.30, 5.82, 9.35)
H (-2.91, 3.16, 10.81)
H (-3.90, 2.50, 9.47)
H (-4.49, 3.89, 10.42)
H (-0.89, 4.49, 8.67)
H (-1.87, 3.84, 7.34)
H (-1.48, 2.80, 8.74)
C (1.18, 3.28, -2.00)
O (1.38, 2.54, -2.95)
N (0.78, 4.60, -2.09)
C (0.56, 5.41, -0.91)
C (0.58, 5.19, -3.39)
H (1.30, 2.93, -0.96)
H (-0.48, 5.75, -0.91)
H (1.23, 6.27, -0.94)
H (0.74, 4.84, 0.01)
H (-0.19, 4.62, -3.93)
H (1.52, 5.14, -3.96)
H (0.27, 6.23, -3.30)
C (0.30, 5.22, -7.18)
O (-0.62, 5.79, -6.62)
N (1.52, 5.78, -7.50)
C (2.56, 5.02, -8.16)
C (1.77, 7.16, -7.16)
H (0.22, 4.16, -7.48)
H (3.45, 5.00, -7.52)
H (2.80, 5.51, -9.11)
H (2.24, 4.00, -8.36)
H (1.66, 7.29, -6.07)
H (1.02, 7.79, -7.65)
H (2.77, 7.46, -7.47)
C (0.52, 2.27, -10.06)
O (1.04, 3.07, -10.83)
N (0.98, 1.00, -9.78)
C (0.30, 0.12, -8.85)
C (2.18, 0.53, -10.44)
H (-0.40, 2.53, -9.50)
H (0.99, -0.13, -8.04)
H (0.00, -0.78, -9.38)
H (-0.59, 0.60, -8.43)
H (3.01, 1.20, -10.18)
H (2.03, 0.55, -11.52)
H (2.42, -0.49, -10.12)
C (7.09, -9.40, -1.26)
O (7.23, -8.75, -0.22)
N (7.04, -10.77, -1.34)
C (6.88, -11.46, -2.61)
C (7.15, -11.56, -0.13)
H (7.00, -8.90, -2.24)
H (5.97, -12.06, -2.57)
H (7.75, -12.11, -2.77)
H (6.81, -10.75, -3.43)
H (6.34, -11.28, 0.55)
H (8.11, -11.33, 0.35)
H (7.10, -12.62, -0.35)
C (5.82, 7.54, -7.79)
O (4.73, 6.98, -7.84)
N (6.39, 8.07, -6.66)
C (7.69, 8.71, -6.68)
C (5.68, 7.98, -5.40)
H (6.45, 7.66, -8.69)
H (8.36, 8.17, -6.00)
H (7.58, 9.74, -6.34)
H (8.11, 8.70, -7.69)
H (5.49, 6.93, -5.16)
H (4.71, 8.50, -5.50)
H (6.25, 8.45, -4.59)
C (-3.45, 5.14, -10.06)
O (-3.44, 4.12, -9.38)
N (-3.19, 6.41, -9.60)
C (-3.22, 7.57, -10.47)
C (-2.88, 6.61, -8.20)
H (-3.67, 5.11, -11.14)
H (-2.24, 8.05, -10.46)
H (-3.98, 8.27, -10.11)
H (-3.47, 7.28, -11.50)
H (-1.99, 6.03, -7.95)
H (-3.71, 6.25, -7.59)
H (-2.70, 7.67, -7.99)

8.
C31H24MoN5O5 | ωB97M-V with the def2-TZVPD basis set

Output
Strongest force on any atom = 0.019 hartree/bohr
Energy = -1912.89195 a.u.
Highest occupied orbital energy (alpha / beta) = -15.14 / -15.14 eV
Net charge = +3

Geometry (Å):
Mo (-1.42, -2.25, -0.84)
C (-5.34, -2.42, 0.69)
O (-5.69, -3.76, 0.36)
C (-4.90, -4.58, -0.33)
C (-5.45, -5.86, -0.57)
C (-4.78, -6.83, -1.27)
C (-3.51, -6.58, -1.77)
C (-2.92, -5.34, -1.54)
C (-1.61, -5.11, -2.07)
N (-0.89, -4.05, -1.88)
N (0.31, -4.02, -2.57)
C (0.85, -2.87, -2.50)
O (0.19, -1.92, -1.74)
C (2.07, -2.46, -3.17)
C (2.59, -1.18, -2.99)
C (3.76, -0.82, -3.64)
C (4.40, -1.73, -4.47)
C (3.88, -3.00, -4.65)
C (2.72, -3.38, -4.01)
C (-3.62, -4.35, -0.83)
O (-2.98, -3.15, -0.63)
H (-6.20, -2.03, 1.22)
H (-5.16, -1.83, -0.21)
H (-4.46, -2.40, 1.35)
H (-6.45, -6.03, -0.18)
H (-5.25, -7.79, -1.43)
H (-2.97, -7.34, -2.32)
H (-1.17, -5.88, -2.71)
H (2.09, -0.48, -2.34)
H (4.17, 0.17, -3.51)
H (5.31, -1.44, -4.98)
H (4.38, -3.71, -5.30)
H (2.30, -4.37, -4.14)
C (3.89, 9.10, 2.70)
O (4.15, 7.66, 2.78)
C (3.23, 6.77, 2.77)
C (3.71, 5.41, 2.84)
C (2.85, 4.39, 2.87)
C (1.42, 4.65, 2.84)
C (0.96, 6.03, 2.77)
C (1.83, 7.06, 2.74)
N (0.49, 3.75, 2.94)
N (0.73, 2.52, 3.23)
C (0.38, 1.46, 2.60)
C (0.59, 0.22, 3.34)
C (0.20, -0.99, 2.89)
C (-0.45, -1.09, 1.63)
O (-0.87, -2.18, 1.17)
C (-0.66, 0.13, 0.83)
N (-1.31, -0.08, -0.34)
C (-1.60, 0.97, -1.10)
C (-1.27, 2.26, -0.73)
C (-0.59, 2.48, 0.46)
C (-0.27, 1.38, 1.28)
H (4.84, 9.53, 2.41)
H (3.59, 9.44, 3.68)
H (3.13, 9.30, 1.94)
H (4.79, 5.27, 2.88)
H (3.20, 3.36, 2.95)
H (-0.11, 6.19, 2.78)
H (1.47, 8.08, 2.72)
H (1.07, 0.33, 4.30)
H (0.34, -1.90, 3.46)
H (-2.11, 0.76, -2.04)
H (-1.53, 3.09, -1.37)
H (-0.32, 3.48, 0.75)

9.
CH3NO3PS | ωB97M-V with the def2-TZVPD basis set

Output
Strongest force on any atom = 0.145 hartree/bohr
Energy = -1059.58501 a.u.
Highest occupied orbital energy (alpha / beta) = -16.50 / -16.48 eV
ΔE to the lowest compared entry with this formula, charge and spin = 296.5 kJ/mol
Net charge = +1

Geometry (Å):
C (2.12, -1.89, -1.88)
N (3.22, -2.07, -1.79)
O (1.19, 0.63, -0.56)
O (-1.26, 0.54, -0.09)
O (0.18, -1.45, 0.45)
P (-0.06, -0.36, -0.62)
S (-0.29, -1.12, -2.46)
H (1.05, 1.60, -0.60)
H (-2.12, 0.32, -0.33)
H (0.08, -1.27, 1.37)

10.
C5H8N | ωB97M-V with the def2-TZVPD basis set

Output
Strongest force on any atom = 0.083 hartree/bohr
Energy = -249.67521 a.u.
Highest occupied orbital energy = -14.87 eV
ΔE to the lowest compared entry with this formula, charge and spin = 393.6 kJ/mol
Net charge = +1
SMILES = C=C=[N+]1C[C@H]1C

Geometry (Å):
C (-0.56, 2.52, 1.35)
C (-0.67, 1.60, 0.49)
N (-0.72, 0.67, -0.34)
C (-0.69, -0.24, -1.58)
C (-0.23, -0.87, -0.31)
C (1.04, -1.39, 0.16)
H (-1.29, 2.67, 2.16)
H (0.25, 3.25, 1.48)
H (-1.69, -0.31, -2.04)
H (-0.05, 0.11, -2.38)
H (-1.15, -1.19, 0.29)
H (1.03, -1.17, 1.24)
H (1.10, -2.47, 0.10)
H (1.98, -0.95, -0.39)

11.
C4H5F2N4S | ωB97M-V with the def2-TZVPD basis set

Output
Strongest force on any atom = 0.069 hartree/bohr
Energy = -972.33971 a.u.
Highest occupied orbital energy = -4.52 eV
ΔE to the lowest compared entry with this formula, charge and spin = 26.1 kJ/mol
Net charge = -1

Geometry (Å):
C (2.37, -0.06, 0.33)
C (-1.53, -1.02, -0.39)
C (-1.28, 0.46, -0.44)
C (-2.04, 1.42, -0.01)
N (1.02, -1.55, 0.75)
N (2.98, -1.18, -0.06)
N (2.12, -2.09, 0.28)
N (1.10, -0.23, 0.81)
F (-1.75, 2.75, -0.02)
F (-3.11, 1.32, 0.78)
S (3.08, 1.54, 0.16)
H (-2.48, -1.40, -0.01)
H (-1.39, -1.35, -1.56)
H (-0.57, -1.44, 0.04)
H (-0.43, 0.76, -1.02)
H (1.91, 2.07, 0.37)

12.
C4H2O2 | ωB97M-V with the def2-TZVPD basis set

Output
Strongest force on any atom = 0.021 hartree/bohr
Energy = -303.89937 a.u.
Highest occupied orbital energy (alpha / beta) = -8.91 / -8.91 eV
ΔE to the lowest compared entry with this formula, charge and spin = 290.0 kJ/mol
Net charge = 0
SMILES = O=C=C=C=CO

Geometry (Å):
O (-2.55, -0.59, 0.64)
C (-1.49, -0.18, 0.33)
C (-0.88, 0.90, -0.40)
C (0.35, 1.08, -0.72)
C (1.33, 0.20, -0.21)
O (1.01, -1.00, 0.05)
H (2.34, 0.51, 0.03)
H (-0.11, -0.91, 0.27)